No. 1
Entry from the OMol25 dataset: 2 unconnected molecules or ions with the total composition C6H9BrN3 at a distorted geometry (ωB97M-V/def2-TZVPD).

relative energy (zero: lowest compared OMol25 entry of this formula, charge and spin)	0.704	eV
Kohn-Sham gap	8.5753	eV

Geometry as ORCA input:
```
! wB97M-V def2-TZVPD RIJCOSX def2/J DEFGRID3
* xyz 1 1
Br 1.69 2.96 -3.83
N -0.18 -0.80 1.84
N 0.22 1.58 -1.82
N 1.54 0.25 -0.85
C 1.50 1.87 -2.34
C 0.28 0.61 -0.92
C -2.10 -1.06 1.19
C -1.12 -2.00 1.89
C -1.04 0.01 1.25
C 2.30 0.95 -1.73
H -0.97 1.06 1.12
H -1.39 -2.30 2.96
H -3.08 -1.03 1.71
H 3.35 1.00 -1.97
H -0.57 2.08 -2.17
H -0.55 -2.91 1.46
H 1.84 -0.49 -0.22
H -2.43 -1.23 0.25
H 0.71 -0.53 2.20
*
```

No. 2
Entry from the OMol25 dataset: a molecular structure, C15H17F6N5OSbSe3Te2W (ωB97M-V/def2-TZVPD).

<S²>	0.7606
Kohn-Sham gap (alpha / beta)	5.7627 / 5.3960	eV

Geometry as ORCA input:
```
! wB97M-V def2-TZVPD RIJCOSX def2/J DEFGRID3
* xyz 4 2
W 0.29 -0.01 0.32
Te -4.32 -2.59 0.01
Te -1.65 -3.38 0.93
Sb 3.80 0.85 3.09
Se -2.02 -3.45 3.17
Se -3.28 -0.37 0.01
Se 1.88 0.64 -2.63
F 3.92 2.40 2.05
F 2.11 1.33 3.78
F 1.41 -1.43 0.05
F 1.39 1.46 0.20
F 2.85 -0.01 1.63
F 0.25 -0.81 2.00
O -0.76 -1.08 -1.00
N -1.50 -1.08 0.16
N -1.55 3.34 2.23
N -1.94 3.37 -1.09
N -0.97 1.44 -0.82
N -0.70 1.40 1.70
C 7.18 -0.45 -5.34
C 5.08 0.88 -5.10
C -0.64 1.52 3.07
C 3.44 0.30 -3.41
C -1.18 2.72 3.41
C 3.89 -1.71 -1.83
C 5.48 -1.04 -3.59
C -1.27 1.58 -2.16
C 4.30 -0.83 -2.95
C 3.89 1.16 -4.53
C -1.87 2.78 -2.34
C -1.24 2.52 1.23
C 3.05 2.28 -5.04
C 5.90 -0.20 -4.67
C -1.39 2.54 -0.21
H 2.94 -2.20 -2.05
H 7.80 0.45 -5.28
H 2.48 2.76 -4.26
H 5.44 1.49 -5.92
H 3.75 -1.13 -0.91
H 7.72 -1.31 -4.95
H 3.67 3.02 -5.54
H -0.22 0.77 3.70
H -2.26 3.26 -3.22
H 2.35 1.90 -5.79
H -1.96 4.26 2.17
H -1.07 0.82 -2.89
H 4.64 -2.47 -1.64
H -1.32 3.19 4.37
H 6.12 -1.85 -3.29
H -2.35 4.28 -0.90
H 7.00 -0.59 -6.42
*
```

No. 3
Entry from the OMol25 dataset: a molecular structure, C7H13BF4O4SeV at a distorted geometry (ωB97M-V/def2-TZVPD).

<S²>	0.7856
relative energy (zero: lowest compared OMol25 entry of this formula, charge and spin)	0.677	eV
Kohn-Sham gap (alpha / beta)	4.7577 / 4.5957	eV

Geometry as ORCA input:
```
! wB97M-V def2-TZVPD RIJCOSX def2/J DEFGRID3
* xyz -2 2
Se 0.57 -0.96 -3.49
V -0.25 -0.03 -1.58
F -0.60 -1.35 3.65
F -0.37 -0.43 1.54
F -1.44 0.75 3.22
F 0.84 0.42 3.30
O 1.45 0.11 -0.27
O -1.86 -0.73 -1.09
O 1.27 3.62 -0.67
O 0.01 1.93 -1.42
C 2.11 1.38 -0.43
C 2.78 1.77 0.88
C 3.12 1.22 -1.55
C -3.57 -1.23 0.52
C -2.77 -1.58 -0.70
C 1.06 2.43 -0.86
C -2.67 -2.98 -1.20
B -0.40 -0.15 2.95
H 3.60 2.18 -1.75
H 3.20 2.77 0.77
H 2.63 0.86 -2.45
H -2.93 -1.17 1.41
H -3.59 -3.54 -1.02
H 3.56 1.06 1.12
H -2.45 -2.98 -2.27
H -4.35 -1.97 0.70
H 2.05 1.79 1.70
H -4.03 -0.24 0.40
H -1.84 -3.53 -0.72
H 3.88 0.49 -1.25
H 0.98 0.09 0.59
*
```